C12H30BrO6Sr | wB97M-V/def2-TZVPD

## Properties
Total charge   +1
Gap between HOMO and LUMO   8.092 eV
Energy above the lowest of the compared OMol25 structures with the same formula, charge and spin   1.5937 eV

Last column: Löwdin charge in e.
Positions of all 50 atoms, in Å:
Sr: -24.17182 -36.55137 26.33554  1.383
Br: -26.77962 -38.00693 26.11225  -0.155
C: -23.84811 -40.21208 25.70737  -0.110
O: -23.73320 -39.21366 26.67239  -0.326
C: -23.92375 -39.64279 27.97484  -0.195
C: -23.59529 -38.50046 28.95835  -0.207
O: -24.24213 -37.32789 28.61741  -0.375
C: -24.32276 -36.39984 29.74160  -0.025
H: -23.31058 -41.11216 26.00574  0.102
H: -23.28427 -40.00542 24.79771  0.078
H: -24.87604 -40.40822 25.40241  0.085
H: -23.23547 -40.47087 28.14409  0.134
H: -24.93061 -40.04647 28.08148  0.134
H: -22.51870 -38.37334 29.07195  0.133
H: -23.80582 -38.80063 29.98483  0.136
H: -24.91671 -36.80765 30.55955  0.120
H: -24.47122 -35.40668 29.31771  0.077
H: -23.31467 -36.20289 30.10635  0.098
C: -26.12250 -35.04485 23.60768  -0.061
O: -24.90723 -35.73977 23.95001  -0.348
C: -24.59238 -36.66187 22.91071  -0.179
C: -23.15897 -37.14545 23.02454  -0.162
O: -22.81437 -37.52001 24.36375  -0.342
C: -21.51594 -38.08690 24.31358  -0.089
H: -26.36385 -34.46222 24.49672  0.077
H: -26.99039 -35.68144 23.43557  0.105
H: -25.87525 -34.32557 22.82692  0.104
H: -24.64182 -36.24670 21.90409  0.140
H: -25.30913 -37.48075 22.97234  0.132
H: -22.43426 -36.37157 22.77155  0.129
H: -22.94789 -38.04456 22.44562  0.138
H: -21.22263 -38.50231 25.27769  0.103
H: -20.90930 -37.20195 24.12131  0.096
H: -21.29837 -38.80140 23.51970  0.106
C: -22.82137 -33.70623 24.63446  -0.032
O: -23.54445 -33.92373 25.88799  -0.230
C: -24.52469 -33.01554 26.01357  -0.290
C: -25.37056 -33.26478 27.21197  -0.131
O: -25.74814 -34.68528 27.23296  -0.341
C: -26.80945 -34.82569 28.17142  -0.123
H: -23.46008 -33.87646 23.76775  0.089
H: -21.91896 -34.31746 24.64629  0.099
H: -22.44396 -32.69626 24.47433  0.103
H: -25.08531 -32.76858 25.11201  0.133
H: -24.02689 -32.05972 26.17705  0.141
H: -26.30296 -32.70095 27.18301  0.142
H: -24.81116 -33.05229 28.12302  0.137
H: -26.65144 -34.34182 29.13528  0.100
H: -27.01654 -35.88603 28.31596  0.061
H: -27.75715 -34.45976 27.77639  0.104

Forces on the atoms, in the same order (eV/Å):
Sr -1.0151 -0.3650 -0.8980
Br 0.3034 0.3346 -0.1115
C 0.4164 -1.1373 -1.0618
O 0.8374 1.7442 -0.8795
C -0.0045 -0.2519 1.0629
C 0.6369 -2.0927 0.4269
O -0.5333 1.4968 1.0874
C 1.6996 -0.0053 -0.9146
H -0.4378 -0.3671 0.6111
H -0.1601 0.9168 0.0287
H -0.1126 -0.0477 0.3749
H 0.1601 -0.1190 0.4419
H -0.2694 0.2944 0.2286
H 0.4571 0.3625 -0.7304
H -0.8101 -0.2647 0.0407
H -0.4333 0.4345 -0.3569
H -1.3615 -0.2063 0.1931
H 0.3852 -0.7022 0.4115
C 0.4046 0.7869 1.2561
O -0.2429 -0.2259 -0.9035
C 0.4747 -0.8356 0.1101
C 0.1442 0.0130 0.8211
O -0.7722 -0.8351 0.0537
C 1.0016 1.2546 0.6554
H -0.1092 -0.0482 -0.0065
H 0.3522 -0.2835 -0.3792
H -0.3769 -0.2381 -0.4032
H -0.3515 0.4700 -0.0058
H 0.0277 -0.2181 -0.0048
H -0.0940 0.2463 -0.4902
H -0.4504 0.2495 -0.6360
H -0.3349 -0.0302 -0.0088
H 0.8637 -0.2539 -0.0466
H -0.6408 -0.1692 -0.0548
C 0.2813 0.0421 0.2554
O 2.4216 -2.1750 -1.8967
C -1.0767 3.3971 0.3840
C -0.4716 -1.5391 0.0109
O 0.2247 1.3562 0.5081
C -1.1594 -1.0614 -0.0307
H -0.0375 -0.5042 0.2263
H -0.3354 -0.3678 -0.0400
H -0.2025 0.4068 0.8092
H -0.3383 -0.8845 -0.3312
H -0.0632 0.6077 0.3375
H 0.1980 0.3084 0.0012
H -0.0801 0.0706 0.1613
H 0.4784 0.0971 -0.0482
H 0.4035 -0.0797 0.0407
H 0.1028 0.4185 -0.3000